No. 1
Molecular formula: C6H16N2O
Method: DFT, wB97M-V/def2-TZVPD

Calculated values
**Calculated total energy**: -11491.2331 eV
**Max |F|**: 3.29 eV/A
**E_HOMO**: -18.18 eV
**LUMO energy**: -8.06 eV
**Net charge**: +2
**Kohn-Sham gap**: 10.12 eV
**Energy relative to the best compared isomer or geometry (same formula, charge and spin)**: 1.752 eV

Each line ends with the Löwdin charge.
Positions of all 25 atoms, in Å:
C (0.874, -1.988, 0.196)  -0.052
C (-0.234, -1.222, -0.467)  -0.363
C (-0.109, 0.295, -0.517)  -0.144
C (-0.586, 1.064, 0.692)  -0.023
C (0.319, 1.632, 1.487)  -0.074
N (0.005, 2.320, 2.710)  0.084
C (-0.220, 1.709, 3.804)  0.219
N (-0.440, -1.781, -1.839)  0.181
H (0.726, -3.106, -0.037)  0.121
H (1.083, -1.918, 1.281)  0.097
H (1.933, -1.849, -0.141)  0.105
H (-1.174, -1.451, 0.064)  0.164
H (-0.510, 0.745, -1.419)  0.131
H (0.969, 0.406, -0.721)  0.134
H (-1.669, 1.165, 0.960)  0.155
H (1.370, 1.484, 1.197)  0.153
H (0.274, 3.305, 2.720)  0.196
H (-0.341, 0.625, 3.847)  0.136
H (-0.194, 2.029, 4.855)  0.149
H (0.301, -1.582, -2.604)  0.148
H (-0.663, -2.753, -2.088)  0.191
H (-1.170, -1.142, -2.165)  0.151
H (-0.094, -0.925, -5.143)  0.096
H (1.090, -0.711, -4.124)  0.083
O (0.150, -0.938, -4.209)  -0.039

No. 2
Molecular formula: CF3O7S2Sn
Method: DFT, wB97M-V/def2-TZVPD

Calculated values
**Calculated total energy**: -51017.3685 eV
**Max |F|**: 3.86 eV/A
**E_HOMO**: -5.42 eV
**LUMO energy**: -2.80 eV
**Net charge**: -1
**Kohn-Sham gap**: 2.62 eV
**Energy relative to the best compared isomer or geometry (same formula, charge and spin)**: 6.405 eV

Each line ends with the Löwdin charge.
Positions of all 14 atoms, in Å:
Sn (-1.129, -2.694, 1.793)  0.599
S (3.897, -4.708, 3.081)  0.224
O (3.190, -5.417, 2.004)  -0.121
O (3.080, -3.626, 3.633)  -0.314
O (4.405, -5.677, 3.986)  -0.273
O (4.806, -4.249, 2.044)  -0.118
C (-2.920, 4.013, -1.985)  -0.645
F (-2.573, 4.705, -0.883)  0.093
F (-4.220, 3.709, -1.815)  0.102
F (-2.806, 4.759, -3.070)  0.122
S (-1.657, 2.533, -2.162)  0.457
O (-2.065, 1.703, -3.323)  -0.386
O (-0.342, 3.156, -2.369)  -0.368
O (-1.667, 1.793, -0.935)  -0.371

No. 3
Molecular formula: C4H4Cl4
Method: DFT, wB97M-V/def2-TZVPD

Calculated values
**Calculated total energy**: -54299.8406 eV
**Max |F|**: 4.02 eV/A
**E_HOMO**: -9.40 eV
**LUMO energy**: -0.01 eV
**Net charge**: 0
**Kohn-Sham gap**: 9.39 eV
**Energy relative to the best compared isomer or geometry (same formula, charge and spin)**: 2.199 eV

Each line ends with the Löwdin charge.
Positions of all 12 atoms, in Å:
C (-0.305, -0.359, -0.092)  -0.269
C (-0.527, -1.429, 0.617)  -1.155
C (-1.074, 0.478, -1.008)  -0.125
C (1.608, 0.676, 0.436)  -1.100
Cl (0.605, -2.132, 1.713)  0.626
Cl (-2.030, -2.321, 0.528)  0.606
Cl (1.911, 1.710, -0.892)  0.610
Cl (1.337, 1.445, 1.943)  0.584
H (-1.887, -0.093, -1.457)  0.076
H (-0.430, 0.866, -1.801)  0.045
H (-1.487, 1.332, -0.471)  0.094
H (2.279, -0.173, 0.485)  0.008

No. 4
Molecular formula: C8H12B6Ca3F24O6
Method: DFT, wB97M-V/def2-TZVPD

Calculated values
**Calculated total energy**: -145402.5617 eV
**Max |F|**: 5.65 eV/A
**E_HOMO**: -10.72 eV
**LUMO energy**: -4.64 eV
**Net charge**: 0
**Kohn-Sham gap**: 6.08 eV

Each line ends with the Löwdin charge.
Positions of all 59 atoms, in Å:
Ca (1.021, -1.584, 3.860)  1.804
Ca (5.857, -2.712, -0.423)  1.862
Ca (0.154, -1.061, -4.601)  1.835
B (2.682, -4.967, 3.210)  -1.349
F (1.318, -4.813, 2.906)  0.095
F (3.599, -4.616, 2.258)  0.119
F (2.921, -4.280, 4.438)  0.057
F (2.856, -6.289, 3.446)  0.158
B (-2.702, -2.914, 5.341)  -1.286
F (-3.252, -1.972, 6.195)  0.106
F (-2.512, -2.273, 4.137)  0.094
F (-1.379, -3.206, 5.816)  0.032
F (-3.559, -4.016, 5.238)  0.113
B (0.760, -4.422, -6.778)  -1.424
F (0.177, -5.069, -7.803)  0.168
F (1.053, -3.091, -7.153)  0.059
F (-0.046, -4.378, -5.684)  0.130
F (1.952, -5.066, -6.570)  0.140
B (0.853, -1.246, -0.564)  -1.449
F (0.226, -0.968, 0.600)  0.157
F (0.079, -2.096, -1.289)  0.145
F (0.982, -0.117, -1.285)  0.154
F (2.105, -1.845, -0.346)  0.088
B (5.683, -0.169, 2.456)  -1.350
F (5.671, 0.198, 1.075)  0.050
F (6.576, -1.221, 2.542)  0.104
F (6.146, 0.783, 3.280)  0.192
F (4.385, -0.569, 2.769)  0.095
B (4.371, -1.761, -4.612)  -1.472
F (3.469, -2.468, -3.955)  0.162
F (5.032, -2.591, -5.430)  0.201
F (3.634, -0.749, -5.205)  0.105
F (5.152, -1.178, -3.614)  0.082
C (-7.729, 1.527, -0.460)  -0.002
C (-7.350, 1.184, -1.979)  -0.303
C (-6.920, 2.363, -2.785)  -0.094
O (-5.535, 2.219, -3.017)  0.127
C (-5.168, 1.087, -2.558)  -0.573
O (-4.043, 0.589, -2.657)  0.087
O (-6.181, 0.413, -1.941)  0.087
H (-8.792, 1.764, -0.433)  0.078
H (-7.094, 2.290, -0.009)  0.083
H (-7.577, 0.623, 0.131)  0.083
H (-8.207, 0.622, -2.349)  0.152
H (-7.160, 3.273, -2.234)  0.139
H (-7.406, 2.385, -3.760)  0.140
C (2.208, 5.311, 0.707)  -0.015
C (2.260, 4.667, 2.117)  -0.323
C (1.838, 5.487, 3.333)  -0.077
O (0.771, 4.693, 3.839)  0.073
C (0.785, 3.430, 3.354)  -0.541
O (0.380, 2.435, 3.874)  0.143
O (1.552, 3.443, 2.247)  0.089
H (2.669, 6.296, 0.777)  0.087
H (1.163, 5.384, 0.403)  0.086
H (2.746, 4.641, 0.036)  0.084
H (3.333, 4.482, 2.150)  0.142
H (1.492, 6.459, 2.984)  0.132
H (2.702, 5.659, 3.976)  0.137

No. 5
Molecular formula: C5H8N
Method: DFT, wB97M-V/def2-TZVPD

Calculated values
**Calculated total energy**: -6794.2831 eV
**Max |F|**: 3.18 eV/A
**E_HOMO**: -13.26 eV
**LUMO energy**: -3.88 eV
**Net charge**: +1
**Kohn-Sham gap**: 9.38 eV
**Energy relative to the best compared isomer or geometry (same formula, charge and spin)**: 3.805 eV

Each line ends with the Löwdin charge.
Positions of all 14 atoms, in Å:
C (1.973, -0.165, -1.077)  0.014
C (1.717, -1.145, -0.322)  -0.095
C (0.857, -1.658, 0.504)  -0.081
C (-0.263, -0.693, 0.774)  -0.030
C (-0.698, 0.229, -0.169)  -0.083
N (-1.733, 1.285, 0.254)  0.163
H (2.430, 0.707, -0.610)  0.105
H (1.697, -0.139, -2.143)  0.103
H (1.113, -2.442, 1.212)  0.113
H (-0.892, -0.825, 1.699)  0.134
H (-0.511, 0.370, -1.206)  0.105
H (-1.174, 2.217, 0.188)  0.214
H (-1.948, 1.108, 1.250)  0.157
H (-2.569, 1.149, -0.355)  0.180

No. 6
Molecular formula: C10H15NSi
Method: DFT, wB97M-V/def2-TZVPD

Calculated values
**Calculated total energy**: -19977.6043 eV
**Max |F|**: 5.68 eV/A
**E_HOMO (spin up / spin down)**: -6.67 / -6.62 eV
**LUMO energy (spin up / spin down)**: 0.09 / 0.09 eV
**Net charge**: 0
**Kohn-Sham gap (spin up / spin down)**: 6.76 / 6.71 eV
**Energy relative to the best compared isomer or geometry (same formula, charge and spin)**: 2.845 eV

Each line ends with the Löwdin charge.
Positions of all 27 atoms, in Å:
C (1.375, 3.476, -1.313)  -0.089
C (1.784, 2.429, -2.168)  -0.093
C (0.370, 3.207, -0.391)  -0.069
C (1.235, 1.175, -2.059)  -0.025
C (-0.330, 2.029, -0.349)  -0.373
C (0.243, 0.921, -1.021)  -0.209
C (-1.449, 1.957, 0.448)  -0.003
C (0.409, -1.449, -1.470)  -0.140
C (-2.147, -1.872, 1.250)  -0.241
C (0.899, -1.248, 2.206)  -0.161
N (0.120, -0.397, -0.562)  -0.228
Si (-0.584, -0.748, 1.073)  0.823
H (2.002, 4.293, -1.024)  0.089
H (2.529, 2.659, -2.899)  0.090
H (0.032, 4.053, 0.134)  0.098
H (1.716, 0.391, -2.526)  0.064
H (-1.510, 2.536, 1.341)  0.031
H (-2.465, 1.687, -0.068)  0.098
H (-0.134, -2.422, -1.192)  0.110
H (0.116, -1.158, -2.422)  0.055
H (1.514, -1.518, -1.568)  0.091
H (-1.983, -2.957, 1.173)  0.009
H (-2.632, -1.659, 2.316)  0.069
H (-2.803, -1.663, 0.396)  0.009
H (0.505, -1.907, 3.007)  0.044
H (1.586, -1.692, 1.589)  -0.010
H (1.073, -0.322, 2.555)  -0.040

Q: Which of these has the lowest calculated total energy?
A: C8H12B6Ca3F24O6

Q: Which of these has the lowest net charge?
A: CF3O7S2Sn